(1)
# C42H30AuCl4N4O4S2

A molecular structure, C42H30AuCl4N4O4S2 at a distorted geometry (ωB97M-V/def2-TZVPD, the OMol25 dataset).

Properties
M   1057.6 g mol⁻¹
Electronic energy   -133633.649 eV
Largest force on an atom   3.7 eV Å⁻¹
Net charge   +1
Gap between HOMO and LUMO (spin up / spin down)   3.055 / 3.056 eV

Geometry (Å):
Au1 -3.08 -0.66 0.44
Cl1 -5.51 0.59 7.01
C1 -5.29 0.10 5.38
C2 -6.31 -0.68 4.74
Cl2 -7.73 -1.06 5.60
C3 -6.14 -1.11 3.45
Cl3 -7.34 -2.07 2.67
C4 -4.97 -0.80 2.70
O1 -4.82 -1.25 1.53
C5 -3.93 0.04 3.34
O2 -2.92 0.37 2.69
C6 -4.14 0.43 4.70
Cl4 -2.88 1.32 5.47
C7 2.74 -7.53 1.42
C8 1.88 -6.35 1.06
C9 1.67 -5.33 1.99
C10 0.85 -4.25 1.69
C11 0.23 -4.19 0.45
C12 0.38 -5.22 -0.47
C13 1.22 -6.28 -0.16
S1 -0.91 -2.83 0.13
O3 -0.81 -2.02 1.40
C14 0.12 -1.84 -1.02
C15 1.25 -2.39 -1.71
C16 2.01 -1.83 -2.67
C17 2.10 -0.45 -3.12
C18 2.87 -0.18 -4.26
C19 3.20 1.11 -4.65
C20 2.77 2.18 -3.87
C21 1.97 1.95 -2.77
C22 1.60 0.65 -2.41
C23 1.12 0.78 0.04
C24 0.39 1.72 0.81
C25 0.93 2.29 2.04
C26 2.28 2.16 2.43
C27 2.73 2.69 3.62
C28 1.86 3.38 4.47
C29 0.56 3.59 4.09
C30 0.08 3.09 2.85
C31 -1.21 3.43 2.41
C32 -1.68 3.00 1.20
C33 -0.89 2.17 0.41
S2 -1.76 1.54 -0.98
O4 -3.15 1.88 -0.87
C34 -1.22 2.31 -2.47
C35 -1.25 1.62 -3.66
C36 -0.95 2.31 -4.83
C37 -0.63 3.66 -4.81
C38 -0.34 4.41 -6.08
C39 -0.60 4.33 -3.58
C40 -0.90 3.66 -2.40
H1 3.65 -7.22 1.92
H2 3.02 -8.11 0.53
H3 2.21 -8.20 2.09
H4 2.13 -5.39 2.96
H5 0.65 -3.48 2.42
H6 -0.16 -5.21 -1.41
H7 1.35 -7.08 -0.89
H8 1.47 -3.43 -1.50
H9 2.73 -2.49 -3.14
H10 3.25 -1.02 -4.83
H11 3.79 1.27 -5.53
H12 3.05 3.20 -4.13
H13 1.61 2.77 -2.17
H14 3.00 1.70 1.78
H15 3.77 2.58 3.88
H16 2.22 3.77 5.41
H17 -0.11 4.16 4.71
H18 -1.83 4.06 3.04
H19 -2.67 3.26 0.86
H20 -1.50 0.57 -3.69
H21 -0.97 1.78 -5.77
H22 -0.24 3.74 -6.93
H23 0.58 5.00 -5.99
H24 -1.15 5.12 -6.29
H25 -0.35 5.39 -3.55
H26 -0.88 4.18 -1.45
N1 3.22 -0.41 0.05
C41 2.04 -0.22 0.61
N2 1.65 -0.94 1.64
N3 0.70 0.53 -1.31
C42 -0.28 -0.52 -1.16
N4 -1.56 -0.07 -1.00
H27 3.79 -1.20 0.29
H28 3.50 0.16 -0.73
H29 2.26 -1.64 2.04
H30 0.64 -1.05 1.79

Charges computed using Mulliken, reported in e: 0.60 -0.12 0.28 0.46 -0.10 -0.08 -0.12 0.72 -0.84 -0.01 -0.12 0.04 -0.11 -1.46 0.90 -0.96 -0.24 0.10 -0.24 -0.75 0.14 -0.52 0.19 0.14 -1.67 1.28 -1.27 -0.81 -0.85 -0.29 -0.59 1.05 -0.87 0.74 -0.60 -0.84 -0.65 -1.10 1.19 -1.06 -1.04 1.16 2.20 -0.92 0.16 -0.37 -1.07 1.06 -1.57 -0.79 -0.36 0.37 0.36 0.31 0.40 0.67 0.49 0.36 0.22 0.40 0.46 0.43 0.46 0.66 0.38 0.43 0.42 0.43 0.43 0.58 0.52 0.36 0.37 0.36 0.36 0.41 0.44 0.00 -2.17 0.22 1.79 0.25 -1.16 0.27 0.23 0.37 0.09



(2)
# C4H15NO6S

5 unconnected molecules or ions with the total composition C4H15NO6S at a distorted geometry (ωB97M-V/def2-TZVPD, the OMol25 dataset).

Properties
M   205.2 g mol⁻¹
Electronic energy   -29001.292 eV
Largest force on an atom   2.4 eV Å⁻¹
Net charge   -2
Gap between HOMO and LUMO   6.391 eV

Geometry (Å):
O1 -0.96 -0.10 -4.37
C1 -0.86 -0.15 -3.16
C2 -0.28 0.99 -2.35
C3 -1.30 1.88 -1.62
S1 -2.99 1.03 -1.55
N1 0.74 0.36 -1.48
C4 0.18 -0.42 -0.31
O2 0.49 0.16 0.93
H1 -1.19 -1.04 -2.62
H2 0.32 1.59 -3.05
H3 -1.41 2.77 -2.24
H4 -0.99 2.09 -0.60
H5 1.55 0.93 -1.29
H6 0.63 -1.41 -0.32
H7 -0.89 -0.31 -0.50
H8 1.28 -1.41 3.05
H9 1.19 -0.55 1.52
O3 1.98 -1.12 2.44
H10 -2.08 0.47 0.87
H11 -1.01 1.00 1.63
O4 -1.97 1.03 1.68
H12 -0.80 0.17 3.34
H13 0.66 -0.01 3.41
O5 -0.10 -0.02 4.00
H14 2.81 -2.48 0.17
H15 2.31 -2.38 1.54
O6 2.70 -3.08 0.90

Charges computed using natural (NBO), reported in e: -0.62 0.47 -0.17 -0.53 -0.72 -0.69 0.07 -0.87 0.13 0.18 0.18 0.21 0.36 0.15 0.17 0.44 0.50 -1.15 0.49 0.48 -1.00 0.49 0.48 -1.00 0.44 0.51 -1.03



(3)
# C20H15N4O8Rh

A molecular structure, C20H15N4O8Rh at a distorted geometry (ωB97M-V/def2-TZVPD, the OMol25 dataset).

Properties
M   542.3 g mol⁻¹
Electronic energy   -46327.072 eV
Largest force on an atom   2.0 eV Å⁻¹
Gap between HOMO and LUMO   7.398 eV

Geometry (Å):
Rh1 0.10 0.90 0.04
N1 -1.98 0.56 0.21
C1 -2.65 1.74 0.74
C2 -1.90 3.00 0.26
O1 -2.52 4.03 0.24
O2 -0.65 2.79 -0.06
H1 -2.33 0.28 -0.70
H2 -1.98 -0.25 0.83
H3 -2.56 1.80 1.83
H4 -3.69 1.85 0.43
C3 3.79 2.42 -1.44
C4 4.44 2.79 -0.27
C5 3.84 2.53 0.95
C6 2.60 1.91 0.99
N2 2.00 1.53 -0.16
C7 2.56 1.79 -1.34
C8 1.82 1.60 2.19
C9 2.26 1.82 3.49
C10 1.46 1.47 4.56
C11 0.21 0.90 4.34
C12 -0.24 0.69 3.04
C13 0.55 1.04 1.96
H5 4.21 2.62 -2.41
H6 5.40 3.29 -0.31
H7 4.32 2.82 1.88
H8 2.00 1.50 -2.22
H9 3.24 2.25 3.67
H10 1.80 1.64 5.58
H11 -0.41 0.61 5.18
H12 -1.21 0.22 2.90
O3 0.32 -0.43 -4.10
C14 -0.05 -0.46 -2.94
O4 -0.03 0.49 -2.09
C15 -0.64 -1.80 -2.46
C16 -0.50 -2.23 -1.15
C17 -1.21 -3.34 -0.71
C18 -1.92 -4.12 -1.60
C19 -2.02 -3.69 -2.91
C20 -1.41 -2.53 -3.35
N3 -2.83 -4.48 -3.85
O5 -3.03 -4.01 -4.95
O6 -3.25 -5.56 -3.47
N4 -1.33 -3.61 0.72
O7 -1.12 -2.67 1.48
O8 -1.66 -4.72 1.08
H13 0.19 -1.75 -0.47
H14 -2.43 -5.01 -1.26
H15 -1.55 -2.21 -4.38

Charges computed using natural (NBO), reported in e: 1.10 -0.77 -0.36 0.77 -0.59 -0.61 0.41 0.41 0.23 0.23 -0.26 -0.13 -0.23 0.21 -0.43 0.08 -0.07 -0.18 -0.22 -0.18 -0.27 -0.10 0.24 0.23 0.23 0.26 0.21 0.22 0.22 0.20 -0.64 0.76 -0.83 -0.05 -0.19 0.02 -0.17 0.02 -0.15 0.53 -0.35 -0.37 0.53 -0.41 -0.34 0.22 0.28 0.28



Sequential energy relative to the best compared isomer or geometry (same formula, charge and spin) output: 88.2, 65.6, 17.1 kcal/mol